No. 1
10
Properties=species:S:1:pos:R:3:mulliken_charge:R:1 method="wB97M-V/def2-TZVPD" gap_ev=10.50 lumo_energy_ev=0.34
Br 1.97 -1.54 -1.31 -0.152
N -2.69 1.24 -0.19 -0.378
C 0.15 -0.96 -1.12 -0.283
C -0.08 -0.06 -0.18 0.403
C -1.72 0.65 -0.23 0.055
C 0.60 0.35 1.05 -1.040
H 1.66 -0.05 1.09 0.363
H 0.01 0.03 1.85 0.294
H 0.68 1.40 0.98 0.318
H -0.58 -1.05 -1.94 0.420

***

No. 2
16
Properties=species:S:1:pos:R:3:mulliken_charge:R:1 method="wB97M-V/def2-TZVPD" gap_ev=8.01 lumo_energy_ev=0.15
C -0.01 0.82 0.20 -0.546
C -2.30 -0.25 0.32 -1.216
C 1.36 0.82 -0.40 -0.447
C 2.27 -0.20 -0.15 -0.012
C 2.62 -1.35 0.38 -0.432
C -0.95 -0.25 -0.38 -0.347
H -0.46 -1.23 -0.28 0.346
H 2.17 -0.19 -1.32 0.160
H -2.97 -1.01 -0.10 0.343
H -0.46 1.81 0.07 0.342
H -1.08 -0.07 -1.46 0.318
H 0.09 0.64 1.28 0.323
H 3.11 -1.38 1.36 0.189
H -2.19 -0.46 1.39 0.320
H 1.62 1.58 -1.13 0.343
H -2.80 0.72 0.22 0.316

***

No. 3
30
Properties=species:S:1:pos:R:3:mulliken_charge:R:1 method="wB97M-V/def2-TZVPD" total_charge=+2 gap_ev=5.59 lumo_energy_ev=-10.37
Sn -0.64 -1.07 -0.20 1.041
Br -1.27 1.59 5.20 -0.078
Cl -3.50 -0.05 -1.50 -0.035
O 0.56 -3.21 2.64 -0.054
O -3.71 -1.31 0.83 -0.274
N -0.01 0.72 1.35 -0.095
C -0.28 -1.76 -2.46 -0.499
C -2.97 -0.92 -0.03 0.420
C 0.33 -0.44 -2.46 0.651
C 0.10 -2.69 1.74 0.252
C 0.85 1.73 1.06 0.036
C -0.37 1.68 3.53 -0.519
C 0.48 2.75 3.22 0.019
C 0.65 -2.67 -1.82 -0.773
C 1.81 -1.92 -1.45 -0.598
C -0.58 0.66 2.58 0.161
C 1.61 -0.57 -1.84 -0.622
C 1.11 2.76 1.97 -0.843
C -0.19 0.75 -3.18 -1.147
H 1.33 1.72 0.08 0.310
H -1.22 -0.19 2.81 0.475
H 2.34 0.24 -1.77 0.579
H 0.17 0.75 -4.22 0.343
H 0.63 3.54 3.95 0.507
H 1.79 3.55 1.68 0.418
H 2.72 -2.33 -1.03 0.523
H -1.18 -2.03 -3.02 0.658
H -1.28 0.77 -3.20 0.281
H 0.16 1.68 -2.72 0.331
H 0.54 -3.75 -1.75 0.531

***

No. 4
9
Properties=species:S:1:pos:R:3:mulliken_charge:R:1 method="wB97M-V/def2-TZVPD" gap_ev="8.25 / 7.52" lumo_energy_ev="-2.06 / -2.71"
Cl -0.55 -1.75 4.09 -0.313
N -0.11 -2.06 0.43 -0.393
N -0.19 -0.02 1.30 -0.048
C -0.34 -1.30 1.39 0.321
C 0.05 -1.11 -0.61 -0.418
C 0.06 0.14 -0.06 -0.210
H 0.23 1.15 -0.51 0.341
H -0.57 0.61 1.95 0.261
H 0.21 -1.43 -1.56 0.459

***

No. 5
25
Properties=species:S:1:pos:R:3:mulliken_charge:R:1 method="wB97M-V/def2-TZVPD" gap_ev=9.67 smiles=CCCCNC.O.O lumo_energy_ev=0.79
O 0.59 1.32 2.78 -0.673
O -1.20 -2.01 3.27 -0.640
N -0.91 0.56 0.12 -0.011
C 0.16 -0.61 -1.74 -0.833
C 2.46 0.53 -1.87 -1.291
C 1.65 -0.61 -1.29 -0.170
C -0.78 -0.73 -0.55 -0.723
C -2.28 1.00 0.32 -1.156
H -2.38 1.69 1.17 0.284
H -0.26 1.25 -0.22 0.225
H 3.53 0.36 -1.71 0.359
H -0.13 1.95 2.62 0.305
H -1.21 -1.06 3.41 0.323
H 2.08 -1.59 -1.55 0.406
H -0.29 -2.32 3.17 0.309
H 2.17 1.50 -1.46 0.300
H -0.44 -1.50 0.15 0.204
H 0.06 -1.45 -2.42 0.366
H 2.40 0.66 -2.96 0.335
H -2.89 0.17 0.67 0.407
H -2.74 1.47 -0.56 0.298
H -0.06 0.32 -2.27 0.378
H 1.67 -0.50 -0.21 0.152
H 0.55 0.70 2.03 0.348
H -1.76 -1.09 -0.88 0.499

***

No. 6
16
Properties=species:S:1:pos:R:3:mulliken_charge:R:1 method="wB97M-V/def2-TZVPD" gap_ev=8.55 lumo_energy_ev=0.75
S 1.14 0.21 -2.91 -0.090
O 2.22 1.03 0.65 -0.585
N 0.18 1.65 1.58 -0.414
N -0.66 0.62 -1.11 -0.521
N 1.40 -0.58 -1.41 -0.401
C -0.27 -1.57 0.12 -1.378
C -0.30 1.05 -2.22 -0.161
C 0.24 -0.32 -0.54 0.932
C 1.02 0.90 0.72 0.391
H 0.56 2.47 2.02 0.264
H -0.81 1.70 -2.87 0.398
H -1.36 -1.57 0.28 0.334
H -0.06 -2.25 -0.69 0.397
H 2.22 -0.64 -0.85 0.273
H 0.14 -1.82 1.05 0.305
H -0.87 1.48 1.47 0.255

***

Taking the records one at a time from the top gives energy relative to the best compared isomer or geometry (same formula, charge and spin) values of 123.2, 482.3, 0.0, 335.3, 91.9, 204.2 kJ/mol.
Taking the records one at a time from the top gives calculated total energy values of -75743.08245, -6378.86040, -107620.61397, -18658.51368, -11045.30440, -21612.71043 eV.